No. 1
The following is a quantum chemistry calculation of a cluster of 2 separate species, C4H3N2O2S in total in a non-equilibrium geometry, from the Open Molecules 2025 dataset.

Cartesian coordinates (Å):
C  2.1351  0.0285  -0.3147
C  1.0866  0.8744  -0.5914
C  0.5440  -0.6107  0.8579
C  -2.6685  -0.3877  -0.4032
N  1.7927  -0.8953  0.5543
N  0.0939  0.4649  0.2304
O  -1.9774  -1.2704  -0.6206
O  -1.0872  0.9510  0.5627
S  -3.9645  0.4286  -0.0453
H  3.0754  -0.0434  -0.6558
H  0.9243  1.7128  -1.1626
H  0.0455  -1.2526  1.5882

The total charge is -1. The calculation puts the gap between HOMO and LUMO at 6.7108 eV. The HOMO energy is -3.5 eV. Its energy above the lowest of the compared OMol25 structures with the same formula, charge and spin is 53.60 kcal per mole.

No. 2
The following is a quantum chemistry calculation of an isolated molecule of C8H12N4O3 in a non-equilibrium geometry, from the Open Molecules 2025 dataset.

Cartesian coordinates (Å):
N  -2.8142  -2.2549  -0.9799
C  -2.4897  -2.1326  0.4628
C  -1.9421  -0.7351  0.8188
O  -2.3450  -0.0919  1.7812
N  -0.9125  -0.3577  -0.0094
C  -0.3887  1.0371  0.1924
C  0.9166  1.1271  -0.6431
C  2.1212  0.3940  -0.0959
C  3.2923  0.7919  0.4361
N  4.0376  -0.2614  0.5119
C  3.2977  -1.3729  -0.0107
N  2.1017  -0.9506  -0.3296
C  -1.4513  2.0385  -0.0978
O  -2.5759  1.7372  -0.4089
O  -1.1172  3.2935  0.1594
H  -3.3741  -1.5596  -1.3628
H  -1.9318  -2.2282  -1.4939
H  -1.6683  -2.8516  0.7985
H  -3.4707  -2.4050  0.9663
H  -1.2614  -0.6080  -0.8676
H  -0.2516  1.1158  1.2631
H  0.5736  0.8660  -1.6386
H  1.1449  2.2857  -0.7631
H  3.7710  1.7835  0.4543
H  4.9365  -0.1203  1.0042
H  3.6991  -2.3415  0.0043
H  -1.8976  3.8009  -0.1522

The total charge is 0. Its SMILES is NCC(=O)N[C@@H](Cc1c[nH]cn1)C(=O)O. The calculation puts the gap between HOMO and LUMO at 9.4869 eV. The HOMO energy is -8.9 eV. Its energy above the lowest of the compared OMol25 structures with the same formula, charge and spin is 41.10 kcal per mole.

No. 3
The following is a quantum chemistry calculation of a structure of composition C26H56F6Li2N3O5 in a non-equilibrium geometry, from the Open Molecules 2025 dataset.

Cartesian coordinates (Å):
Li  -0.1594  -2.3665  2.4572
Li  1.6134  -1.7387  2.2849
O  0.3986  -1.5014  1.5178
H  0.2319  -0.7914  0.8677
C  -0.8549  2.9277  -2.2910
C  0.1953  1.8805  -2.8134
N  1.3854  1.6897  -1.9927
C  2.1982  2.9118  -1.9333
C  3.6962  2.6868  -1.6192
C  1.0982  1.0931  -0.6524
C  0.7426  -0.3836  -0.7088
H  -0.3056  3.8268  -2.0116
H  -1.1734  2.6122  -1.2975
H  -1.6699  3.1771  -2.9705
H  -0.3303  0.9496  -3.0260
H  0.4775  2.2546  -3.7975
H  2.1704  3.3113  -2.9471
H  1.7251  3.6948  -1.3406
H  3.9756  1.7652  -2.1298
H  4.3344  3.5036  -1.9564
H  3.8358  2.5265  -0.5502
H  0.3479  1.6453  -0.0866
H  2.0153  1.1259  -0.0642
H  1.5474  -0.9424  -1.1865
H  -0.2329  -0.4476  -1.1908
H  0.6944  -0.7182  0.3275
C  3.9462  -3.1121  3.4039
C  3.8679  -1.5840  3.3774
N  3.0341  -1.0330  2.2546
C  3.6921  -1.3201  0.9705
C  2.6980  -1.5269  -0.1856
C  2.7203  0.4134  2.4631
C  1.7848  0.5869  3.6197
H  4.0257  -3.5530  4.3976
H  4.7526  -3.5855  2.8439
H  2.9949  -3.5807  3.1518
H  3.4592  -1.2764  4.3399
H  4.8679  -1.1535  3.3257
H  4.3882  -0.5220  0.7125
H  4.2949  -2.2282  0.9805
H  2.1409  -0.6043  -0.3487
H  3.2664  -1.8201  -1.0682
H  1.9150  -2.2557  0.0237
H  2.1564  0.6321  1.5563
H  3.5349  1.1348  2.5263
H  0.9025  -0.0532  3.6198
H  1.2141  1.5129  3.5497
H  2.1149  0.4800  4.6530
C  -4.4935  1.4308  -0.1776
C  -4.3835  0.0028  -0.8180
N  -3.2248  -0.1744  -1.7311
C  -3.3995  0.4695  -3.0664
C  -2.2948  0.0542  -4.0123
C  -1.9763  0.0451  -0.9868
C  -1.9427  -0.7868  0.3181
H  -3.6314  1.6891  0.4375
H  -5.3991  1.4970  0.4254
H  -4.6445  2.2632  -0.8649
H  -4.3378  -0.8143  -0.0981
H  -5.2141  -0.1838  -1.4988
H  -4.3256  0.0742  -3.4837
H  -3.4352  1.5533  -2.9561
H  -1.3366  0.5221  -3.7864
H  -2.1464  -1.0162  -3.8698
H  -2.5615  0.1843  -5.0611
H  -1.7262  1.0736  -0.7267
H  -1.1016  -0.2430  -1.5700
H  -2.1759  -1.8476  0.2262
H  -2.6008  -0.3038  1.0405
H  -0.9065  -0.7850  0.6563
C  1.0318  -3.6530  -0.6019
C  -0.2185  -3.1843  0.2046
O  -1.4346  -3.5327  -0.3278
C  -1.9117  -3.0769  -1.5453
O  -1.2555  -2.4154  -2.3206
C  -3.3640  -3.4839  -1.8550
F  -3.4037  -4.6339  -2.5459
F  -4.1049  -3.6529  -0.8308
F  -3.9031  -2.5491  -2.5880
H  1.1924  -3.2775  -1.6125
H  0.9764  -4.7415  -0.6091
H  1.9465  -3.4501  -0.0448
H  -0.2216  -2.1016  0.3302
H  -0.0803  -3.4469  1.2534
C  -0.5606  0.2878  2.0762
C  -0.7387  1.5566  2.8878
O  -0.5355  2.6233  1.9415
C  -1.5966  3.2044  1.3933
O  -2.7708  2.8296  1.5358
C  -1.1688  4.3995  0.4597
F  -1.7612  4.3460  -0.7408
F  -1.4981  5.5235  1.0575
F  0.1467  4.4469  0.2564
H  -1.0003  0.3731  1.0825
H  -1.0689  -0.5530  2.5482
H  0.4738  -0.0552  2.0536
H  0.0272  1.5292  3.6628
H  -1.6683  1.7393  3.4268

The total charge is +1. The calculation puts the gap between HOMO and LUMO at 5.7894 eV. The HOMO energy is -10.2 eV.

No. 4
The following is a quantum chemistry calculation of an isolated molecule of C3H3NOS in a non-equilibrium geometry, from the Open Molecules 2025 dataset.

Cartesian coordinates (Å):
N  0.2854  -0.8848  -3.8360
C  0.6283  -0.5255  -2.8034
C  1.1312  -0.2600  -1.4334
O  1.8946  0.4015  -0.8536
C  0.1217  -1.3563  -0.4849
S  0.1922  -0.6386  1.2064
H  -0.8149  -1.4753  -0.9935
H  0.6233  -2.2853  -0.4961
H  0.8513  0.4649  0.8468

The total charge is 0. Its SMILES is N#CC(=O)CS. The calculation puts the gap between HOMO and LUMO at 8.6468 eV. The HOMO energy is -9.5 eV. Its energy above the lowest of the compared OMol25 structures with the same formula, charge and spin is 40.68 kcal per mole.

HOMO of number 2 (C8H12N4O3)?
-8.9 eV

Which of these has the lowest HOMO?
C26H56F6Li2N3O5